1.
# C56H84O42

14 unconnected molecules or ions with the total composition C56H84O42 in a non-equilibrium geometry (ωB97M-V/def2-TZVPD, the Open Molecules 2025 dataset).

Results
* orbital gap: 9.030 eV
* multiplicity: 1
* calculated total energy: -145435.0139 eV
* lowest unoccupied orbital energy: -0.508 eV
* max |F|: 1.754 eV/A
* M: 1429.25 Da
* ΔE to the lowest compared entry with this formula, charge and spin: 0.409 eV

Last column: Mulliken charge in e.
Positions of all 182 atoms, in Å:
C 7.66574 13.27264 22.47738  -1.298
C 8.17699 11.85255 22.63668  0.606
C 8.51448 11.45202 24.07683  -0.501
O 8.09280 10.10505 24.15466  -0.324
C 7.26735 9.82051 23.11798  -0.078
O 6.72057 8.77738 22.97168  -0.495
O 7.17160 10.88210 22.30116  0.411
H 7.21982 13.34538 21.48533  -0.218
H 8.52254 13.92198 22.65848  0.625
H 6.87191 13.48978 23.19176  0.289
H 9.00721 11.72198 21.93673  0.248
H 7.99820 12.07200 24.81273  0.264
H 9.58590 11.57459 24.24771  0.448
C 10.55954 15.80869 17.56364  -1.418
C 10.02487 14.39256 17.61724  0.316
C 10.27835 13.62654 18.91514  -0.691
O 9.02694 13.05352 19.25747  -0.161
C 8.04811 13.64489 18.52683  -0.118
O 6.88740 13.48814 18.72997  0.077
O 8.57350 14.37273 17.53103  -0.181
H 9.89223 16.53102 18.02499  0.304
H 10.78195 16.08688 16.53515  0.389
H 11.52521 15.81716 18.07788  0.412
H 10.38223 13.82544 16.75560  0.319
H 10.59670 14.33218 19.69463  0.331
H 11.07675 12.88867 18.87143  0.335
C 0.41626 16.32929 17.50476  -1.420
C -0.02248 15.55486 18.71854  0.948
C 1.09206 14.83816 19.47305  1.926
O 0.77814 15.06480 20.84481  0.272
C -0.18238 16.03161 20.94573  0.042
O -0.64105 16.41890 21.95802  -0.506
O -0.49469 16.49267 19.70633  -0.467
H 1.19001 17.04763 17.79933  0.302
H -0.40828 16.92816 17.12116  0.439
H 0.86655 15.69668 16.73968  0.143
H -0.87291 14.89949 18.51427  0.121
H 2.04478 15.32147 19.23866  -1.282
H 1.19628 13.78368 19.22896  -0.813
C 4.93766 15.67358 20.94073  0.635
C 4.54379 17.05868 21.41537  0.366
C 3.72996 17.83333 20.36237  0.323
O 2.56721 18.25721 21.07425  -0.407
C 2.53563 17.68974 22.31951  0.472
O 1.66450 17.84185 23.09425  -0.422
O 3.63276 16.90608 22.49204  -0.338
H 5.70656 15.70131 20.16383  -0.051
H 4.06201 15.16469 20.53945  -0.962
H 5.34248 15.09697 21.77367  0.052
H 5.43355 17.62661 21.70124  0.353
H 3.39993 17.16461 19.56684  -0.377
H 4.25954 18.70380 19.98178  0.285
C -2.30940 9.91222 16.37145  -1.739
C -1.37164 10.97215 16.89743  1.311
C -2.09190 12.17030 17.56299  -0.496
O -1.37524 12.36465 18.77304  -0.326
C -0.49844 11.35908 18.97596  0.382
O 0.23265 11.30452 19.90921  -0.246
O -0.58477 10.44894 17.98266  -0.379
H -2.82493 10.32404 15.49986  0.464
H -3.01679 9.58287 17.12674  0.344
H -1.73410 9.07195 15.97825  0.363
H -0.68012 11.34151 16.13998  -0.389
H -3.13565 11.94101 17.77470  0.325
H -2.02571 13.04526 16.91948  0.321
C 4.22483 7.03066 22.02052  -0.918
C 4.03135 6.91003 23.50922  1.087
C 3.13232 8.00966 24.08996  1.426
O 2.24528 7.30703 24.95401  -0.313
C 2.34482 5.97874 24.72923  0.434
O 1.67013 5.15217 25.25192  -0.587
O 3.31574 5.71051 23.82592  -0.459
H 3.26030 7.16566 21.51641  -0.026
H 4.70373 6.16385 21.56673  0.497
H 4.79832 7.91384 21.74198  -0.098
H 5.00895 6.94184 23.99558  0.201
H 2.60196 8.55223 23.31230  -0.850
H 3.75835 8.69327 24.66244  -0.521
C 3.36055 11.85370 27.48721  -1.487
C 3.19255 10.34916 27.38130  1.415
C 3.15863 9.64924 28.76836  -0.263
O 1.86278 9.05498 28.83121  -0.408
C 1.15199 9.34295 27.73208  0.309
O 0.02235 9.03406 27.54064  -0.534
O 1.88402 10.07699 26.86788  -0.053
H 4.41179 12.00488 27.76491  0.338
H 2.81582 12.25856 28.34071  0.538
H 3.13956 12.34166 26.54336  0.000
H 3.97744 9.90407 26.77219  -0.531
H 3.29642 10.39624 29.55190  0.294
H 3.90458 8.87539 28.90812  0.253
C 3.89324 10.85890 14.65178  -1.156
C 2.49355 10.82604 15.21944  0.149
C 2.34845 11.21624 16.68871  1.262
O 1.67450 12.50280 16.66515  0.481
C 1.33497 12.80225 15.40553  0.170
O 0.74073 13.79067 15.08646  -0.614
O 1.71370 11.85046 14.53644  -0.458
H 4.43067 10.05112 15.16267  0.177
H 4.45701 11.77215 14.83683  0.132
H 3.85731 10.60598 13.59480  0.481
H 2.02668 9.86251 15.02343  0.480
H 3.31343 11.28707 17.18595  -0.901
H 1.67169 10.61732 17.29480  -0.089
C -1.63531 12.21596 26.60969  -1.653
C -0.26421 12.69709 26.22865  1.225
C 0.25096 12.16728 24.87358  0.167
O 0.74744 13.33408 24.21218  0.217
C 0.46202 14.44501 24.93263  0.179
O 0.73905 15.55033 24.61157  -0.479
O -0.20848 14.12057 26.06729  -0.457
H -1.78424 12.17335 27.68939  0.375
H -1.77228 11.19150 26.25594  0.328
H -2.43763 12.82452 26.19240  0.420
H 0.48129 12.41902 26.97510  -0.216
H -0.54426 11.73012 24.27597  0.264
H 1.04919 11.45934 25.05676  -0.341
C -1.90116 7.52263 19.44841  -1.203
C -1.44016 7.40494 20.87850  0.371
C 0.02298 6.95954 21.02893  -0.780
O 0.48090 7.70474 22.13714  0.167
C -0.27681 8.82169 22.25917  0.024
O -0.07211 9.68676 23.04454  -0.289
O -1.35820 8.73353 21.45658  -0.348
H -1.11989 7.91312 18.79543  0.097
H -2.79532 8.13157 19.34897  0.343
H -2.08033 6.49997 19.09604  0.443
H -2.09779 6.80865 21.51097  0.368
H 0.57908 7.22013 20.12233  0.293
H 0.13897 5.88704 21.16895  0.450
C 3.93277 12.14344 20.17140  1.437
C 3.40555 12.50943 21.52761  1.547
C 2.47655 11.46741 22.13214  -0.480
O 3.10195 11.09622 23.36748  0.766
C 4.20110 11.82074 23.56364  -0.240
O 4.96494 11.72575 24.48002  -0.463
O 4.49740 12.55850 22.46124  -0.087
H 4.69866 12.83900 19.82680  -0.331
H 3.15642 12.22032 19.40436  -1.319
H 4.29612 11.11355 20.11766  0.069
H 2.86224 13.45639 21.49068  -0.732
H 2.37610 10.58792 21.49176  -0.159
H 1.46511 11.81990 22.31319  0.162
C 8.16233 9.61464 19.16179  -1.497
C 6.69161 9.93623 19.00474  1.936
C 6.17324 10.11039 17.57134  -0.033
O 5.00096 9.30241 17.50822  -0.319
C 4.98484 8.45006 18.57018  0.512
O 4.19035 7.57895 18.70557  -0.560
O 5.98715 8.73946 19.40667  -0.382
H 8.71658 10.54454 18.99063  0.085
H 8.49648 8.84264 18.47292  0.505
H 8.35531 9.35464 20.20114  0.256
H 6.50313 10.80415 19.63731  -0.798
H 6.89973 9.69395 16.86659  0.379
H 5.97063 11.15331 17.33219  0.046
C 9.59268 10.19362 27.89752  -1.450
C 8.23312 10.79734 28.18391  0.600
C 7.06269 10.24042 27.34677  0.135
O 6.18623 9.67724 28.32737  -0.229
C 6.69265 9.81514 29.57499  0.487
O 6.15682 9.42053 30.55508  -0.536
O 7.89507 10.41308 29.52772  -0.395
H 9.50516 9.10995 27.80705  0.387
H 10.26754 10.47083 28.70298  0.399
H 10.00454 10.54404 26.94804  0.280
H 8.30255 11.88573 28.14925  0.259
H 7.42638 9.45570 26.68664  0.229
H 6.51644 11.01657 26.81491  -0.112
C 6.70843 17.52120 17.02934  -1.199
C 5.56506 16.78761 16.38509  0.486
C 5.96969 15.56004 15.54964  -0.480
O 5.25298 14.46758 16.13056  -0.330
C 4.51512 14.89564 17.17352  -0.061
O 3.75318 14.22982 17.79551  0.819
O 4.78119 16.18939 17.43829  -0.486
H 6.38968 18.09518 17.90533  0.222
H 7.17074 18.27909 16.39448  0.444
H 7.45993 16.82824 17.41069  0.102
H 4.91420 17.46719 15.83683  0.344
H 7.02741 15.30669 15.59788  0.145
H 5.67868 15.66354 14.50474  0.359

***

2.
# C56H86N5O4W

A molecular structure, C56H86N5O4W in a non-equilibrium geometry (ωB97M-V/def2-TZVPD, the Open Molecules 2025 dataset).

Results
* orbital gap: 6.457 eV
* multiplicity: 1
* calculated total energy: -76912.7895 eV
* lowest unoccupied orbital energy: -9.390 eV
* max |F|: 2.236 eV/A
* net charge: +3
* M: 1077.17 Da

Last column: natural (NBO) charge in e.
Positions of all 152 atoms, in Å:
W -0.40443 0.66839 0.65612  2.555
C 5.91895 4.99313 1.36876  -0.596
C 6.14622 3.83117 0.39344  -0.090
C 7.22942 2.89416 0.95301  -0.592
C 6.62422 4.42662 -0.93662  -0.611
C 4.87292 3.01629 0.24228  0.088
C 4.13054 2.61948 1.35267  -0.204
C 2.95917 1.89965 1.19369  -0.107
C 2.20897 1.38446 2.38697  -0.246
N 0.77478 1.80172 2.44885  -0.436
C 0.29222 1.38615 3.78506  -0.245
C -1.20668 1.64223 3.89416  -0.245
N -1.85050 1.35191 2.58400  -0.443
C -2.65887 2.50498 2.10686  -0.242
C -2.10984 3.25514 0.85029  -0.247
N -0.76015 2.84283 0.35605  -0.475
C 0.30982 3.70496 0.91854  -0.247
C 0.67048 3.28333 2.34346  -0.247
C -0.72867 2.98570 -1.13321  -0.256
C -1.54270 1.97111 -1.94627  -0.123
C -1.57820 2.17968 -3.32073  -0.225
C -2.39043 1.42236 -4.15728  0.160
C -3.22905 0.50310 -3.53826  -0.225
C -3.23329 0.23125 -2.17098  -0.025
C -2.31254 0.93715 -1.37006  0.283
O -2.09074 0.69972 -0.03601  -0.694
C -4.29540 -0.74766 -1.67499  -0.065
C -4.20116 -2.09308 -2.41242  -0.598
C -4.20528 -1.05157 -0.17769  -0.597
C -5.67011 -0.10521 -1.93470  -0.600
C -2.36882 1.61508 -5.66778  -0.108
C -3.63526 1.07771 -6.34430  -0.609
C -1.15773 0.84755 -6.22399  -0.591
C -2.23708 3.10382 -6.01812  -0.603
C -2.73467 0.15965 2.81419  -0.257
C -2.00826 -1.03116 3.39696  -0.087
C -2.50058 -1.73367 4.48162  -0.150
C -1.87857 -2.89589 4.94013  0.083
C -0.73838 -3.32655 4.27082  -0.234
C -0.20832 -2.66742 3.16601  0.097
C -0.85318 -1.49803 2.74842  0.151
O -0.41868 -0.73647 1.70396  -0.609
C 0.89330 -3.30692 2.32818  -0.081
C 1.93508 -2.30762 1.79654  -0.591
C 0.17637 -3.95593 1.13207  -0.598
C 1.65263 -4.39248 3.09902  -0.611
C -2.51255 -3.67685 6.07635  -0.093
C -1.71725 -4.92934 6.44445  -0.610
C -3.90830 -4.11130 5.59838  -0.593
C -2.62874 -2.78772 7.32309  -0.596
C 2.48728 1.53483 -0.07956  0.253
O 1.22310 0.96614 -0.08420  -0.694
C 3.29322 1.79019 -1.20236  0.079
C 4.43703 2.55945 -0.99636  -0.235
C 3.08173 1.11224 -2.55321  -0.109
C 1.63312 1.20233 -3.05025  -0.601
C 3.46256 -0.35986 -2.31633  -0.595
C 3.98023 1.67656 -3.66150  -0.606
H 6.83557 5.56594 1.46451  0.237
H 5.64762 4.65057 2.36188  0.200
H 5.14215 5.65762 0.99940  0.210
H 8.16725 3.42973 1.06734  0.236
H 7.40116 2.05957 0.27626  0.214
H 6.94185 2.50497 1.92697  0.205
H 7.40935 5.14970 -0.73631  0.240
H 5.81856 4.94731 -1.45141  0.211
H 7.04705 3.67201 -1.59521  0.214
H 4.46576 2.84406 2.35421  0.232
H 2.72085 1.71500 3.29742  0.234
H 2.22384 0.28475 2.36827  0.241
H 0.83025 1.93645 4.56687  0.241
H 0.50527 0.32041 3.91821  0.238
H -1.40608 2.66770 4.21557  0.225
H -1.60912 0.98795 4.67553  0.260
H -2.78239 3.23505 2.91429  0.233
H -3.66835 2.15857 1.86448  0.244
H -2.10721 4.33293 1.05732  0.241
H -2.82153 3.09368 0.03238  0.247
H -0.00440 4.75460 0.92606  0.245
H 1.20448 3.62725 0.28975  0.250
H -0.09178 3.64402 3.03413  0.221
H 1.62010 3.75199 2.62412  0.258
H 0.32161 2.94695 -1.46131  0.251
H -1.10182 3.98870 -1.39900  0.252
H -0.97187 2.96961 -3.73003  0.231
H -3.93519 -0.02638 -4.15166  0.239
H -3.24928 -2.58028 -2.20126  0.194
H -4.31043 -1.99158 -3.48722  0.217
H -5.00064 -2.74354 -2.06438  0.234
H -3.19546 -1.36806 0.10672  0.188
H -4.89093 -1.85995 0.06403  0.238
H -4.51892 -0.17829 0.39258  0.196
H -5.89034 -0.03221 -2.99445  0.223
H -5.71927 0.89779 -1.51313  0.210
H -6.44570 -0.70681 -1.47047  0.230
H -3.72367 -0.00226 -6.25184  0.205
H -3.59244 1.29840 -7.40721  0.238
H -4.52750 1.55234 -5.94302  0.221
H -1.22729 -0.21275 -5.98850  0.197
H -0.22484 1.24154 -5.83013  0.202
H -1.13871 0.94788 -7.30411  0.237
H -2.98534 3.68765 -5.48904  0.218
H -2.39017 3.24463 -7.08313  0.238
H -1.25002 3.48541 -5.77918  0.201
H -3.15515 -0.12466 1.84676  0.260
H -3.55495 0.44080 3.48537  0.234
H -3.40353 -1.38816 4.95697  0.226
H -0.25899 -4.22705 4.60582  0.250
H 1.50703 -1.56716 1.09803  0.170
H 2.70065 -2.86168 1.25658  0.230
H 2.42868 -1.79963 2.62306  0.212
H -0.36479 -3.20506 0.55109  0.191
H -0.53425 -4.70097 1.48220  0.233
H 0.90842 -4.45410 0.49985  0.212
H 2.05734 -4.00937 4.03320  0.225
H 2.47728 -4.75634 2.49076  0.229
H 1.01044 -5.23989 3.31349  0.223
H -1.67813 -5.63028 5.61388  0.212
H -2.20255 -5.43536 7.27309  0.241
H -0.70785 -4.68068 6.76031  0.213
H -3.82421 -4.72989 4.70722  0.213
H -4.54220 -3.26092 5.36635  0.202
H -4.40310 -4.69504 6.36848  0.237
H -1.64348 -2.49045 7.67490  0.215
H -3.11278 -3.34014 8.12316  0.237
H -3.21831 -1.89393 7.13971  0.201
H 5.03979 2.80220 -1.85049  0.249
H 0.91428 0.84188 -2.31162  0.193
H 1.51934 0.59719 -3.94638  0.225
H 1.39396 2.22804 -3.32060  0.210
H 2.82005 -0.80526 -1.55572  0.183
H 4.49186 -0.43417 -1.97307  0.233
H 3.37381 -0.92108 -3.24238  0.218
H 3.87042 2.75417 -3.75394  0.221
H 3.69733 1.23802 -4.61525  0.230
H 5.02582 1.44091 -3.49245  0.224
N -0.26226 -0.95206 -0.96511  -0.589
C 0.08564 -1.69011 -1.80803  0.726
N 0.52083 -2.47434 -2.70448  -0.441
C -0.14616 -2.71282 -3.98565  -0.240
C -0.49230 -4.20729 -4.09469  -0.082
O 0.63698 -5.00914 -3.88483  -0.488
C 1.16507 -4.82115 -2.60123  -0.085
C 1.65343 -3.37617 -2.45471  -0.236
H 0.54764 -2.43660 -4.78598  0.229
H -1.04837 -2.10584 -4.05460  0.231
H -0.85014 -4.43290 -5.10024  0.234
H -1.27465 -4.45210 -3.36147  0.174
H 2.00347 -5.51336 -2.49056  0.232
H 0.40626 -5.04690 -1.83778  0.174
H 2.40744 -3.19083 -3.22357  0.233
H 2.07394 -3.18844 -1.46904  0.225